Formula: C10H16ClN7O2SV
Source: the OMol25 dataset
Level of theory: ωB97M-V with the def2-TZVPD basis set

Computed properties:
highest occupied orbital energy (alpha / beta)	-14.97 / -15.05	eV
⟨S²⟩	0.78
charge	+2
spin multiplicity	2
orbital gap (alpha / beta)	0.2796 / 0.3044	Ha
total energy	-74188.5061	eV
ΔE to the lowest compared entry with this formula, charge and spin	10.0	kcal/mol
maximum force	1.161	eV/A

CARTESIAN COORDINATES (ANGSTROEM)
V (0.04, -0.19, 0.11)
N (-2.25, 1.48, 3.17)
C (-1.81, 2.73, 2.79)
C (-0.96, 2.53, 1.75)
N (-0.88, 1.17, 1.49)
C (-1.67, 0.58, 2.36)
C (-1.71, -0.87, 2.32)
N (-0.86, -1.48, 1.50)
C (-1.14, -2.83, 1.56)
C (-2.16, -3.03, 2.43)
N (-2.51, -1.77, 2.90)
H (-2.88, 1.29, 3.93)
H (-2.13, 3.62, 3.28)
H (-0.41, 3.26, 1.18)
H (-0.58, -3.56, 1.01)
H (-2.66, -3.92, 2.77)
H (-3.25, -1.59, 3.56)
N (2.97, 0.62, -2.04)
N (2.09, 1.11, -3.01)
C (0.96, 1.73, -2.69)
N (0.26, 2.28, -3.68)
S (0.37, 1.96, -1.09)
H (3.81, 1.19, -2.04)
H (3.21, -0.34, -2.26)
H (2.33, 1.02, -3.99)
H (0.62, 2.36, -4.62)
H (-0.60, 2.75, -3.47)
Cl (2.09, -1.25, 0.54)
C (1.62, 0.27, 1.32)
H (2.26, 1.08, 1.01)
H (1.50, 0.15, 2.39)
C (-1.97, -2.04, -2.47)
C (-1.28, -1.08, -1.59)
O (-1.84, -0.30, -0.79)
O (0.05, -1.02, -1.58)
H (-2.08, -1.59, -3.46)
H (-2.96, -2.26, -2.08)
H (-1.37, -2.94, -2.59)